Here is a 12-piece molecular cluster, C48H48N12O12 overall in a non-equilibrium geometry from OMol25. Energies are from wB97M-V/def2-TZVPD.

Gap between HOMO and LUMO   8.269 eV
Structure (SMILES)   O=[N+]([O-])c1ccccc1.O=[N+]([O-])c1ccccc1.O=[N+]([O-])c1ccccc1.O=[N+]([O-])c1ccccc1.O=[N+]([O-])c1ccccc1.O=[N+]([O-])c1ccccc1.CC#N.CC#N.CC#N.CC#N.CC#N.CC#N

```
120
Properties=species:S:1:pos:R:3:lowdin_charge:R:1
O -3.8255 -0.3500 -0.3215 0.07
N -4.6098 -0.4651 -1.2606 -0.32
O -4.7035 -1.4415 -1.9967 0.06
C -5.4713 0.6657 -1.5662 -0.09
C -6.4761 0.6589 -2.5877 -0.02
C -7.4482 1.6137 -2.7165 -0.08
C -7.3036 2.7517 -1.9768 -0.08
C -6.2826 2.8798 -1.0818 -0.09
C -5.3958 1.9112 -0.8237 0.02
H -6.6060 -0.1982 -3.2318 0.12
H -8.1676 1.4904 -3.5126 0.12
H -8.0438 3.5276 -2.1050 0.12
H -6.3765 3.7553 -0.4565 0.12
H -4.6380 2.0123 -0.0609 0.11
O 2.9996 0.5083 -1.9916 0.08
N 1.8694 0.8166 -2.1557 -0.35
O 1.4959 1.9020 -2.5784 0.07
C 0.8262 -0.1935 -1.7616 -0.10
C -0.4544 -0.1411 -2.4259 0.02
C -1.4059 -1.1353 -2.1835 -0.08
C -1.1083 -2.0789 -1.2443 -0.06
C 0.1154 -2.1238 -0.5383 -0.08
C 1.0867 -1.2086 -0.8612 -0.04
H -0.8796 0.5894 -3.0983 0.07
H -2.3072 -1.1849 -2.7766 0.10
H -1.8904 -2.7690 -0.9641 0.09
H 0.1653 -2.8758 0.2353 0.08
H 2.0340 -1.1763 -0.3434 0.11
O 3.5319 0.2361 1.5399 0.05
N 3.8863 1.2997 2.0420 -0.32
O 4.2972 2.2532 1.3733 0.05
C 3.7890 1.5062 3.5225 -0.11
C 3.5172 0.4347 4.3942 -0.02
C 3.4198 0.5707 5.7654 -0.04
C 3.6077 1.8930 6.2952 -0.04
C 3.9604 2.9265 5.4374 -0.09
C 3.9941 2.7753 4.1006 -0.03
H 3.5505 -0.5487 3.9491 0.12
H 3.3157 -0.2783 6.4248 0.11
H 3.6124 1.9474 7.3739 0.10
H 4.3423 3.8682 5.8029 0.11
H 4.3154 3.6100 3.4952 0.12
O -5.2403 -1.0566 2.8380 0.05
N -4.7271 0.0352 3.1278 -0.34
O -5.3620 0.9963 3.4945 0.08
C -3.2904 0.2716 3.0016 -0.14
C -2.6211 1.4060 3.5523 0.01
C -1.2438 1.5862 3.3829 -0.07
C -0.5113 0.5889 2.7455 -0.07
C -1.1355 -0.5308 2.2133 -0.03
C -2.5355 -0.6920 2.3386 0.00
H -3.1404 2.2676 3.9450 0.11
H -0.7818 2.5374 3.6025 0.10
H 0.5290 0.7091 2.4813 0.10
H -0.5431 -1.2739 1.7002 0.08
H -3.0784 -1.5227 1.9124 0.10
O 5.0906 -6.6004 1.8436 0.08
N 5.1735 -6.9941 0.7005 -0.32
O 6.1653 -7.6216 0.2761 0.04
C 4.3597 -6.3472 -0.4348 -0.10
C 4.6790 -6.6547 -1.7708 -0.01
C 4.1087 -5.9284 -2.8382 -0.04
C 3.3732 -4.7762 -2.5002 -0.11
C 3.0314 -4.4078 -1.2075 -0.07
C 3.5503 -5.2095 -0.1213 0.02
H 5.3076 -7.5035 -1.9961 0.11
H 4.4572 -6.0824 -3.8488 0.11
H 2.9068 -4.2206 -3.3003 0.11
H 2.4683 -3.5022 -1.0364 0.07
H 3.5266 -4.8153 0.8839 0.10
O -3.4968 5.5741 1.7551 0.01
N -2.3350 5.6215 2.3294 -0.27
O -1.9774 6.6044 2.9873 0.07
C -1.3264 4.6304 1.7322 -0.09
C -1.6396 3.5455 0.8908 -0.03
C -0.6173 2.8373 0.3272 -0.07
C 0.7546 3.1692 0.5902 -0.02
C 1.0507 4.1712 1.5196 -0.09
C 0.0674 4.8863 1.9702 -0.05
H -2.6767 3.2623 0.7886 0.11
H -0.8172 1.9309 -0.2249 0.10
H 1.5581 2.5262 0.2626 0.09
H 2.0672 4.4411 1.7649 0.12
H 0.2686 5.6156 2.7409 0.12
C -5.7148 -4.1907 0.1887 -0.07
C -4.5673 -4.5855 -0.5296 -0.30
N -3.6447 -4.9571 -1.1260 0.14
H -5.9550 -3.1789 -0.1379 0.08
H -5.5886 -4.1090 1.2682 0.09
H -6.4573 -4.9875 0.1442 0.09
C -0.2263 4.9029 -2.6250 -0.09
C -0.2121 6.1962 -1.9360 -0.28
N -0.2029 7.2539 -1.4529 0.12
H -0.3826 5.0690 -3.6908 0.08
H -0.8974 4.1989 -2.1330 0.03
H 0.7355 4.4273 -2.4328 0.07
C 6.6944 1.4401 -1.5306 -0.07
C 7.2089 2.6299 -2.2077 -0.28
N 7.5533 3.5332 -2.7803 0.13
H 6.9322 1.4876 -0.4679 0.08
H 7.3224 0.5929 -1.8066 0.07
H 5.6376 1.1818 -1.5972 0.06
C 5.1558 -1.9216 -2.5297 -0.05
C 5.7300 -2.6705 -3.6858 -0.25
N 6.0970 -3.2384 -4.6533 0.12
H 5.8008 -1.1057 -2.2038 0.05
H 4.8858 -2.6510 -1.7661 0.06
H 4.1708 -1.5895 -2.8577 0.07
C -0.4572 -6.0837 1.2149 -0.05
C 0.1881 -5.0841 1.9610 -0.33
N 0.6918 -4.2085 2.4849 0.15
H -1.0623 -5.3475 0.6857 0.08
H -1.0182 -6.8445 1.7575 0.10
H 0.2348 -6.5906 0.5424 0.09
C -4.4597 2.8202 -4.5004 -0.06
C -3.1675 2.6674 -3.8965 -0.21
N -2.1150 2.5715 -3.3983 0.17
H -5.1453 3.3543 -3.8426 0.08
H -5.0556 1.9114 -4.5847 0.08
H -4.4450 3.3965 -5.4255 0.09
```

---

Here is C13H8Cl2I2O2 in the gas phase in a non-equilibrium geometry from OMol25. Energies are from wB97M-V/def2-TZVPD.

Gap between HOMO and LUMO   8.427 eV
Structure (SMILES)   Oc1c(I)cc(Cl)cc1Cc1cc(Cl)cc(I)c1O

```
27
Properties=species:S:1:pos:R:3:lowdin_charge:R:1
O 0.4737 -0.7639 -3.2857 0.03
C -0.2995 -1.1409 -2.2439 -0.32
C -0.8566 -2.4285 -2.2807 -0.52
I -0.4309 -3.8542 -3.9229 0.84
C -1.6940 -2.8836 -1.2772 -0.19
C -1.9556 -2.0593 -0.1694 -0.64
Cl -2.9140 -2.7155 1.1433 0.65
C -1.4566 -0.7438 -0.1494 -0.03
C -0.6296 -0.2593 -1.1929 -0.12
C 0.0095 1.1303 -1.1171 -0.06
C 0.4227 1.4593 0.3110 -0.18
C -0.3190 2.3323 1.0760 -0.07
C -0.0112 2.5659 2.4103 -0.64
Cl -0.9318 3.7267 3.3654 0.63
C 1.0722 1.8653 3.0068 -0.15
C 1.8400 0.9561 2.2440 -0.48
I 3.5471 -0.1488 3.1654 0.85
C 1.5253 0.8194 0.8677 -0.34
O 2.3150 -0.0012 0.1795 0.04
H 0.7160 -1.5383 -3.7974 0.00
H -2.1877 -3.8659 -1.3211 0.10
H -1.6442 -0.1066 0.7317 0.12
H 0.9126 1.2345 -1.7353 0.13
H -0.7241 1.8660 -1.4394 0.12
H -1.1510 2.8772 0.6175 0.13
H 1.3679 2.0493 4.0585 0.10
H 3.0036 -0.3726 0.7553 -0.01
```

---

Here is a 9-piece molecular cluster, C27H44Cl16F3N3O5 overall in a non-equilibrium geometry from OMol25. Energies are from wB97M-V/def2-TZVPD.

Gap between HOMO and LUMO   8.744 eV

```
98
Properties=species:S:1:pos:R:3:lowdin_charge:R:1
N -3.3912 2.4342 -1.4833 0.01
C -2.9802 1.1785 -2.1130 -0.24
C -1.5605 1.2275 -2.7235 -0.11
C -0.7590 -0.0190 -2.5218 -0.13
C -0.3803 -0.4460 -1.2483 -0.08
C -0.7338 0.3855 -0.0587 -0.11
O -1.3279 -0.4149 0.9814 0.06
C -1.1482 0.0482 2.2306 -0.71
F -2.0004 -0.5968 3.0298 0.17
F -1.3767 1.3643 2.3353 0.18
F 0.0945 -0.1719 2.6837 0.17
C 0.3757 -1.6055 -1.1003 0.00
C 0.8360 -2.1312 0.2323 -0.49
O 1.8863 -1.8338 0.7314 0.14
O 0.0302 -3.0448 0.8091 0.13
C 0.7759 -2.3404 -2.2157 -0.20
N 1.5558 -3.4890 -2.1259 0.15
C 0.3606 -1.8690 -3.4543 0.06
N -0.3649 -0.7625 -3.5778 0.13
C -0.6940 -0.3666 -5.0963 -0.69
O -0.2898 0.7372 -5.3648 0.06
O -1.2406 -1.2907 -5.6417 0.07
H -3.7840 3.0617 -2.1707 -0.02
H -2.6004 2.9133 -1.0711 0.01
H -3.7068 0.9482 -2.8854 0.12
H -3.0325 0.4037 -1.3472 0.10
H -0.9972 2.0694 -2.3226 0.07
H -1.6537 1.4305 -3.7821 0.09
H 0.1798 0.8485 0.3123 0.10
H -1.4157 1.1925 -0.2908 0.11
H -0.7231 -3.2396 0.2357 0.14
H 2.1430 -3.5904 -2.9426 0.06
H 2.1665 -3.5113 -1.3180 0.04
H 0.6273 -2.3809 -4.3665 0.15
Cl -0.4298 4.6834 -1.0723 0.56
C 1.2080 4.6174 -0.3716 -0.64
C 2.1550 3.8619 -1.2666 -0.61
Cl 1.6887 2.1454 -1.3581 0.66
H 1.1271 4.1525 0.6074 0.07
H 1.5573 5.6416 -0.2454 0.06
H 3.1702 3.9137 -0.8778 0.08
H 2.1473 4.2548 -2.2796 0.08
Cl -3.2771 7.1340 -2.6590 0.62
C -2.5112 8.7455 -2.6460 -0.62
C -1.0587 8.6829 -3.0403 -0.65
Cl -0.0815 7.8409 -1.8100 0.54
H -2.6329 9.1615 -1.6497 0.07
H -3.0551 9.3663 -3.3557 0.08
H -0.6595 9.6905 -3.1412 0.07
H -0.9275 8.1580 -3.9828 0.07
Cl 1.7929 -7.3793 0.4144 0.55
C 2.5815 -6.4146 1.6882 -0.65
C 2.8132 -4.9931 1.2515 -0.63
Cl 4.0491 -4.8912 -0.0418 0.58
H 3.5127 -6.9082 1.9528 0.07
H 1.9213 -6.4212 2.5535 0.08
H 3.1764 -4.3987 2.0872 0.08
H 1.8983 -4.5435 0.8811 0.03
Cl 4.3926 -5.1349 -3.6984 0.54
C 5.8464 -5.9534 -3.0655 -0.67
C 6.8670 -6.2053 -4.1435 -0.66
Cl 6.3133 -7.4223 -5.3206 0.54
H 5.5242 -6.8782 -2.5949 0.07
H 6.2733 -5.3025 -2.3040 0.06
H 7.7806 -6.5877 -3.6922 0.07
H 7.0988 -5.2947 -4.6891 0.07
Cl -4.2128 -4.6578 5.8550 0.54
C -3.9610 -2.9929 5.2689 -0.66
C -2.6627 -2.4085 5.7562 -0.66
Cl -2.6732 -2.1164 7.5180 0.56
H -4.8096 -2.3949 5.5893 0.07
H -3.9510 -3.0337 4.1812 0.07
H -2.4908 -1.4486 5.2767 0.05
H -1.8235 -3.0625 5.5361 0.07
Cl -2.8219 1.3563 11.2654 0.54
C -3.1670 -0.3497 10.8769 -0.68
C -4.6394 -0.6099 10.7022 -0.67
Cl -5.5379 -0.4624 12.2356 0.54
H -2.7470 -0.9624 11.6698 0.07
H -2.6478 -0.5752 9.9480 0.03
H -4.7866 -1.6263 10.3414 0.07
H -5.0802 0.0820 9.9899 0.07
Cl 8.0965 -1.1038 -0.4677 0.53
C 6.9061 -1.1866 0.8581 -0.66
C 5.5062 -1.4101 0.3517 -0.68
Cl 4.8693 -0.0014 -0.5328 0.54
H 6.9791 -0.2646 1.4284 0.07
H 7.1981 -2.0190 1.4959 0.07
H 4.8337 -1.5834 1.1906 0.07
H 5.4575 -2.2681 -0.3127 0.03
Cl -2.7324 4.1659 -5.0950 0.56
C -4.3475 4.6768 -5.6522 -0.65
C -5.0091 5.6124 -4.6741 -0.70
Cl -5.4207 4.7773 -3.1543 0.57
H -4.9422 3.7807 -5.8075 0.07
H -4.2153 5.1801 -6.6082 0.07
H -5.9370 5.9958 -5.0944 0.08
H -4.3628 6.4503 -4.4256 -0.05
```

---

Here is C4H4O2 as an isolated structure in a non-equilibrium geometry from OMol25. Energies are from wB97M-V/def2-TZVPD.

Gap between HOMO and LUMO   9.868 eV

```
10
Properties=species:S:1:pos:R:3:lowdin_charge:R:1
O -0.1904 0.7470 1.9387 -0.03
C 0.8314 0.4578 0.8847 -0.10
C -0.2961 -0.1833 0.3040 -0.12
C -1.2663 -0.4671 -0.4136 0.03
C -0.5793 -0.9454 -1.6619 -0.30
O 0.4659 -0.4935 -2.0948 0.02
H -0.7565 1.4942 1.6649 0.12
H 1.6748 -0.1823 1.2046 0.14
H 1.2129 1.3393 0.3435 0.14
H -1.0964 -1.7668 -2.1700 0.10
```

---

Here is C4H7N3OS in the gas phase in a non-equilibrium geometry from OMol25. Energies are from wB97M-V/def2-TZVPD.

Gap between HOMO and LUMO   9.878 eV
Structure (SMILES)   [H]/N=C1/CC=C[S@](=N)(=O)N1

```
16
Properties=species:S:1:pos:R:3:lowdin_charge:R:1
H -1.0326 2.9840 0.6289 0.05
N -1.4550 2.1462 0.2769 0.15
C -0.7307 1.1651 0.1253 -0.52
C -1.3073 -0.1522 -0.4492 -0.16
C -1.0039 -1.2432 0.4457 -0.12
C 0.2551 -1.5935 0.6826 -0.12
S 1.4459 -0.4985 -0.0443 0.71
N 1.5367 -0.6795 -1.5675 -0.18
O 2.6375 -0.3738 0.7611 -0.34
N 0.6252 0.9997 0.2827 -0.07
H -0.7836 -0.1724 -1.4767 0.14
H -2.4195 -0.0458 -0.5703 0.13
H -1.9533 -1.6718 0.7233 0.12
H 0.6626 -2.3829 1.2040 0.07
H 2.2506 -0.0909 -1.8838 -0.01
H 1.2721 1.6095 0.8614 0.15
```

---

Quick rundown of E, same order as above: -92983.8591 -58951.7629 -251934.9498 -8302.4422 -21611.4157 eV